No. 1
DFT (ωB97M-V with the def2-TZVPD basis set) results for 2 unconnected molecules or ions with the total composition CH3BrO.

Last column: natural (NBO) charge in e.
Cartesian coordinates (Å):
1 Br -2.09434 0.13556 0.32652  0.13
2 O 1.21667 0.48650 0.64607  -0.92
3 C -1.55080 -0.90854 -1.09501  -0.26
4 H 1.98801 0.83457 1.05034  0.46
5 H 1.25230 1.20458 -0.01673  0.46
6 H -0.81183 -1.75267 -0.91119  0.13

Summary:
**E_LUMO (alpha / beta)**: -0.700 / -0.702 eV
**Frontier orbital gap (alpha / beta)**: 0.2929 / 0.2926 Eh
**Charge**: 0
**HOMO (alpha / beta)**: -8.672 / -8.664 eV

***

No. 2
DFT (ωB97M-V with the def2-TZVPD basis set) results for a gas-phase ion, C5H11N2O (charge -1).

Last column: natural (NBO) charge in e.
Cartesian coordinates (Å):
1 O -0.62049 -3.21357 0.01722  -0.96
2 N 0.16075 3.44026 0.16906  -0.83
3 N -1.51991 -0.72865 -0.14474  -0.91
4 C 0.76491 -0.43311 0.59450  -0.45
5 C -0.09151 -0.90170 -0.63911  -0.08
6 C 0.83249 2.29812 0.63310  -0.09
7 C 0.27257 1.00924 0.80196  -0.24
8 C 0.16126 -2.42836 -0.84211  -0.04
9 H 1.94915 -0.55529 0.37118  0.18
10 H 1.85224 2.61866 0.85054  0.16
11 H -2.11597 -0.78751 -0.98281  0.33
12 H -0.75339 3.13900 -0.26122  0.35
13 H 0.60332 -1.04389 1.52085  0.23
14 H -1.61744 -1.70030 0.22694  0.42
15 H 0.18504 -0.25276 -1.49855  0.17
16 H 1.17822 -2.55032 -0.70721  0.12
17 H -0.19212 3.90082 0.95078  0.34
18 H -0.20040 -2.64815 -1.99251  0.05
19 H -0.84871 0.83749 0.93213  0.24

Summary:
**E_LUMO**: 3.891 eV
**Structure (SMILES)**: N/C=C/C[C@H](N)C[O-]
**Frontier orbital gap**: 0.2468 Eh
**Charge**: -1
**HOMO**: -2.824 eV

***

No. 3
DFT (ωB97M-V with the def2-TZVPD basis set) results for C34H54O8 in the gas phase.

Last column: natural (NBO) charge in e.
Cartesian coordinates (Å):
1 O 0.40178 -1.87854 -2.31423  -0.68
2 O -1.34121 -0.92843 -1.34681  -0.72
3 O 0.13739 -1.87530 1.78572  -0.55
4 O -0.81639 -3.44937 -0.46988  -0.78
5 O 1.17556 3.15911 1.96139  -0.60
6 O -2.40233 1.04189 -2.60315  -0.70
7 O 1.10049 -0.03208 -0.22126  -0.79
8 O -0.48419 0.44157 2.07901  -0.57
9 C -3.22250 0.71232 0.75264  -0.62
10 C -1.12727 -0.34179 3.08367  0.29
11 C -0.49827 -4.00961 0.79238  0.24
12 C 1.80215 2.29410 -0.16955  -0.40
13 C 3.47314 0.64153 -2.22118  -0.39
14 C -0.82542 4.47178 -0.73385  -0.60
15 C 1.31163 -3.84225 2.64093  -0.65
16 C 4.74152 0.54733 -0.05623  -0.61
17 C -2.65918 1.27597 2.05069  -0.23
18 C -0.07924 0.39936 -2.85114  -0.29
19 C 2.96808 3.27671 -0.07425  -0.61
20 C 1.10418 -5.59263 -0.43244  -0.61
21 C 0.81195 2.65552 0.92568  0.77
22 C -1.17889 1.66992 1.94384  0.12
23 C 2.44257 -0.06465 -3.12012  -0.44
24 C -0.36209 -0.10104 4.40574  -0.42
25 C -1.38436 3.70705 0.45986  -0.39
26 C -1.74804 -3.98660 1.69075  -0.42
27 C 2.19737 0.80550 0.06815  0.13
28 C -2.19953 3.29325 -4.13750  -0.63
29 C 0.25178 2.73791 -4.33466  -0.17
30 C 1.19306 0.74035 -3.34126  0.06
31 C -0.96268 -0.74132 5.65133  -0.61
32 C 0.62107 -3.16482 1.45309  0.08
33 C 3.40134 0.25684 -0.73715  -0.22
34 C -0.95774 -1.84323 2.68240  0.09
35 C -1.16714 1.27354 -3.08314  0.43
36 C -2.57259 0.21159 3.15865  -0.43
37 C -0.36138 -0.83070 -2.08833  0.87
38 C -2.15876 -2.55763 2.05709  -0.43
39 C -0.66622 2.36773 0.68061  -0.38
40 C -1.00648 2.43287 -3.85497  -0.12
41 C -0.07832 -5.46295 0.52144  -0.40
42 C 1.33047 1.91363 -4.06874  -0.22
43 H 2.45814 0.70820 1.13221  0.17
44 H 2.89670 -0.22141 -4.10255  0.21
45 H -1.42626 5.35810 -0.92559  0.21
46 H -0.94001 -5.96261 0.07372  0.21
47 H -1.89500 4.25860 -4.53300  0.21
48 H 3.48534 3.14812 0.87239  0.22
49 H -2.53576 -0.01680 0.33548  0.22
50 H 4.68579 0.33555 1.00885  0.21
51 H 1.29999 -6.64368 -0.63133  0.21
52 H 4.46895 0.35311 -2.56742  0.21
53 H -2.84477 2.80217 -4.86547  0.22
54 H 2.58184 4.29436 -0.10646  0.21
55 H 2.30456 2.18054 -4.45160  0.20
56 H 1.31590 2.35764 -1.14586  0.23
57 H -2.49218 -2.02157 1.16832  0.21
58 H -3.37359 1.49888 0.01834  0.21
59 H -3.32761 -0.55761 3.03498  0.22
60 H 2.00417 -5.14996 -0.01441  0.20
61 H 3.38691 1.71932 -2.34444  0.20
62 H 0.59852 -4.27187 3.33955  0.20
63 H 0.39176 3.63447 -4.92125  0.21
64 H -1.01233 -1.82418 5.56545  0.20
65 H -0.29761 0.97859 4.55618  0.21
66 H -2.78546 3.43835 -3.23244  0.23
67 H -1.27527 4.31123 1.36336  0.21
68 H -2.98451 -2.60465 2.76808  0.22
69 H -0.83170 3.85056 -1.62569  0.21
70 H 0.11841 -2.62413 -1.72543  0.53
71 H 0.14310 -5.95834 1.46649  0.20
72 H -1.54797 -4.55568 2.60074  0.20
73 H -4.18279 0.23418 0.93623  0.21
74 H 0.87979 -5.09983 -1.37396  0.21
75 H 5.51448 -0.08740 -0.48578  0.21
76 H 1.97424 -4.62925 2.29567  0.22
77 H 3.67158 3.15962 -0.89079  0.20
78 H -2.44774 3.52152 0.30384  0.21
79 H 0.54678 -0.14211 0.57103  0.53
80 H -1.17521 -2.54930 -0.34043  0.51
81 H -2.35312 0.25920 -2.01111  0.51
82 H -0.92988 2.32288 2.79805  0.19
83 H -0.78636 1.72032 -0.18769  0.23
84 H -0.34480 -0.50097 6.51335  0.22
85 H 2.21687 -1.03793 -2.70133  0.25
86 H -2.56538 -4.47925 1.15962  0.22
87 H -3.26462 2.12422 2.37813  0.21
88 H -0.69328 -2.39881 3.59339  0.17
89 H 0.19679 4.78893 -0.54322  0.20
90 H 3.25570 -0.82987 -0.69528  0.21
91 H 1.90579 -3.09641 3.16481  0.23
92 H 5.04686 1.58036 -0.18417  0.21
93 H 0.65585 -0.46653 4.25567  0.21
94 H -1.96749 -0.37376 5.84403  0.20
95 H -2.72674 0.68458 4.12772  0.21
96 H 1.37629 -2.94392 0.68903  0.21

Summary:
**E_LUMO**: 0.627 eV
**Frontier orbital gap**: 0.3256 Eh
**Charge**: 0
**HOMO**: -8.232 eV

***

No. 4
DFT (ωB97M-V with the def2-TZVPD basis set) results for 10 unconnected molecules or ions with the total composition C16H56N4O10.

Last column: Mulliken charge in e.
Cartesian coordinates (Å):
1 O 3.03884 -4.38697 -0.01346  -0.30
2 O 0.52211 -1.34101 4.18282  -0.21
3 O -1.11704 -0.80386 1.30337  -0.36
4 O 1.64588 1.35917 -5.00373  -0.37
5 O -5.42414 0.49691 -0.93400  -0.36
6 O 0.49136 1.08249 -0.05023  0.12
7 O -1.52788 -0.77288 -2.19308  -0.63
8 O 0.47592 2.97425 2.08116  -0.65
9 O 1.18026 -0.13638 -2.78426  -0.53
10 O 2.83559 2.88617 -0.09139  -0.62
11 N 1.83651 3.59440 -3.12019  -0.77
12 N 0.50063 -3.19960 1.22089  -0.80
13 N -1.10272 1.00233 3.87784  -0.45
14 N -5.22344 2.91372 0.85574  -0.72
15 C -4.15464 2.25670 0.04909  0.26
16 C 3.86637 2.16749 -3.34916  -0.77
17 C 3.46400 -5.57480 -0.61713  -0.81
18 C 0.70730 -2.71242 4.00145  -0.69
19 C 2.45081 -1.84248 0.82080  -1.45
20 C -2.78175 2.51613 0.66487  -0.97
21 C -4.35433 0.76673 -0.08271  0.08
22 C -5.52867 -0.84539 -1.25209  -0.67
23 C 1.97250 -3.77890 -0.70934  -0.93
24 C -1.72562 0.78744 6.24276  -1.55
25 C -0.51243 -1.05243 5.08857  -0.99
26 C -0.71285 0.42583 5.16694  0.67
27 C 1.38164 -2.66773 0.14644  1.34
28 C 2.90823 3.14851 -4.02968  0.47
29 C 0.80849 0.93715 -6.07476  -0.87
30 C 2.26481 2.60359 -5.28499  -1.10
31 H 2.72782 -6.37902 -0.54348  0.31
32 H 3.01346 -2.45469 1.51864  0.48
33 H -4.70881 -1.18426 -1.90617  0.19
34 H -2.01371 2.16007 -0.02832  0.15
35 H 2.97391 2.45635 -6.10947  0.42
36 H 0.03106 -4.05909 0.94231  0.18
37 H 0.12531 1.74238 -6.34500  0.35
38 H 0.35734 0.69496 -0.92547  0.07
39 H -5.50037 -1.51772 -0.37418  0.30
40 H 1.18647 -4.51138 -0.94700  0.45
41 H -2.60212 3.55521 0.91869  0.39
42 H -1.72974 -1.52266 -1.62592  0.32
43 H 2.00588 -0.56803 -2.54340  0.22
44 H -0.30195 -1.44235 6.09745  0.44
45 H 0.21446 2.43652 1.32611  0.21
46 H 2.00337 -0.99238 1.34449  0.28
47 H -0.67531 0.44954 3.14031  0.09
48 H 3.50145 4.03083 -4.28454  0.40
49 H 1.59079 -2.83297 3.37331  0.08
50 H -5.57104 2.27031 1.55812  0.27
51 H 0.21465 0.10269 -5.70082  0.28
52 H -0.16947 -3.16655 3.52345  0.34
53 H 3.31868 1.28363 -3.01316  -0.08
54 H -4.20328 2.71509 -0.94176  0.40
55 H 3.59026 2.38870 -0.41764  0.31
56 H 3.72347 -5.42033 -1.67876  0.31
57 H -2.67270 0.29375 6.01187  0.35
58 H -4.55026 0.36014 0.92946  0.28
59 H 1.49012 3.30803 -5.60559  0.46
60 H 4.23855 2.64726 -2.44668  0.25
61 H 2.27084 3.89245 -2.24822  0.33
62 H 0.76452 -2.03080 -0.49042  -0.60
63 H 1.09107 -3.51922 1.98701  0.22
64 H -1.44813 -1.55957 4.78048  0.32
65 H 4.40492 -5.86844 -0.14783  0.25
66 H -2.00355 -1.14225 1.14990  0.16
67 H -3.41404 0.28858 -0.40305  -0.18
68 H 2.06239 2.35528 -0.33474  0.26
69 H 1.33296 0.25021 -3.67368  0.40
70 H -0.10437 0.58526 0.54527  0.15
71 H 0.26044 0.84842 5.47425  0.20
72 H 2.34587 -3.39878 -1.67629  0.40
73 H 0.90740 -3.22215 4.95404  0.39
74 H -1.87942 1.86534 6.27501  0.36
75 H -6.00634 3.14503 0.25841  0.29
76 H 1.42007 0.59207 -6.90985  0.28
77 H 4.67587 1.84105 -4.00261  0.38
78 H 3.11557 -1.37141 0.09128  0.34
79 H -2.69162 1.91817 1.58108  0.03
80 H -1.38869 0.50097 7.24243  0.42
81 H -6.48556 -1.02494 -1.73958  0.30
82 H 1.43012 3.06605 1.98658  0.31
83 H -0.51722 -1.57659 1.26618  0.34
84 H 1.31681 2.75947 -2.84597  0.22
85 H -0.56101 -0.76806 -2.27766  0.29
86 H -0.69292 1.92564 3.79861  0.27

Summary:
**E_LUMO**: 0.122 eV
**Structure (SMILES)**: COC[C@H](C)N.COC[C@H](C)N.COC[C@H](C)N.COC[C@H](C)N.O.O.O.O.O.O
**Frontier orbital gap**: 0.3146 Eh
**Charge**: 0
**HOMO**: -8.439 eV

***

No. 5
DFT (ωB97M-V with the def2-TZVPD basis set) results for 2 unconnected molecules or ions with the total composition C4H6O2.

Last column: natural (NBO) charge in e.
Cartesian coordinates (Å):
1 O 0.29588 0.02767 -1.33239  -0.55
2 O 0.72570 -0.71740 2.39266  -0.52
3 C -0.04515 -1.34600 -1.11711  -0.24
4 C -0.14157 -0.77923 1.65636  0.49
5 C 0.46865 1.03619 -0.43564  0.16
6 C -0.41822 1.59452 0.39117  -0.50
7 H -1.10059 -1.53411 -0.86809  0.18
8 H 0.56327 -1.83356 -0.35092  0.17
9 H 1.45519 1.47779 -0.56128  0.17
10 H -0.10942 2.35321 1.11257  0.22
11 H -1.43180 1.22363 0.46372  0.21
12 H 0.20472 -1.82149 -2.07141  0.20

Summary:
**E_LUMO**: 0.956 eV
**Frontier orbital gap**: 0.3692 Eh
**Charge**: 0
**HOMO**: -9.092 eV

***

No. 6
DFT (ωB97M-V with the def2-TZVPD basis set) results for C4H6N2S in the gas phase.

Last column: natural (NBO) charge in e.
Cartesian coordinates (Å):
1 S 0.52896 0.44962 -2.13864  0.08
2 N -0.88135 0.08555 1.06244  -0.64
3 N 1.06474 1.61450 1.06364  -0.63
4 C -0.24837 -1.33044 -0.62275  -0.26
5 C -1.18976 -1.01321 0.17684  -0.04
6 C 0.82624 -0.12275 -0.60461  -0.52
7 C 0.36792 0.61934 0.69687  0.44
8 H -1.58812 0.63949 1.61595  0.42
9 H 1.81004 -0.68554 -0.27834  0.23
10 H -2.07238 -1.81300 0.33711  0.23
11 H 0.99895 1.83457 -1.97012  0.14
12 H 0.10273 -2.39012 -1.13508  0.25
13 H 0.28041 2.11198 1.79671  0.30

Summary:
**E_LUMO**: 0.771 eV
**Structure (SMILES)**: [H]/N=C1\NC=C[C@H]1S
**Frontier orbital gap**: 0.3491 Eh
**Charge**: 0
**HOMO**: -8.729 eV

***

What energy relative to the best compared isomer or geometry (same formula, charge and spin) values result from the calculations? In sequence: 370.8 199.0 0.0 0.0 248.1 350.0 kJ/mol.
What electronic energy values result from the calculations? In sequence: -2688.9947 -381.7695 -1929.9672 -1614.5694 -306.4118 -663.5952 a.u..